<w>
Entry from the Open Molecules 2025 dataset: a structure of composition C5H4FN3O2 (wB97M-V/def2-TZVPD).

The value obtained for the orbital gap is 10.7 eV. The spin multiplicity is 1.

Positions of all 15 atoms, in Å:
C 2.500 0.489 -0.036
C -0.843 -1.568 0.005
C -1.176 0.823 0.116
C 1.059 0.339 -0.451
C 0.619 -1.351 0.396
N 3.577 0.604 0.339
N -1.462 -0.459 -0.373
N 0.097 1.208 -0.060
O -1.278 -2.671 0.098
O -2.104 1.493 0.540
F 1.564 -2.239 -0.015
H 1.080 0.194 -1.441
H 0.719 -1.114 1.475
H -2.536 -0.542 -0.422
H 0.286 2.055 0.306



<x>
Entry from the Open Molecules 2025 dataset: an isolated molecule of C5H4FN3O2 (wB97M-V/def2-TZVPD).

As for the SMILES: NC(=O)c1nc(F)cnc1O. The value obtained for the orbital gap is 9.2 eV. The spin multiplicity is 1.

Positions of all 15 atoms, in Å:
N -1.960 -1.925 -0.271
C -1.852 -0.617 0.046
O -2.767 0.004 0.339
C -0.379 -0.088 -0.031
N 0.618 -1.071 0.022
C 1.872 -0.553 0.049
F 2.802 -1.399 0.066
C 2.080 0.809 -0.012
N 1.137 1.679 -0.014
C -0.172 1.246 -0.028
O -1.155 2.168 -0.153
H -2.839 -2.245 -0.096
H -1.225 -2.399 -0.272
H 2.987 1.095 0.031
H -0.626 3.202 -0.053



It is <x> that is the least stable of them.



<w>
Entry from the Open Molecules 2025 dataset: a structure of composition C27H63N9O13SZn (wB97M-V/def2-TZVPD).

The value obtained for the orbital gap is 8.3 eV. The spin multiplicity is 1.

Positions of all 114 atoms, in Å:
Zn -0.793 -0.767 1.681
S 0.268 0.127 -0.568
O -0.442 1.033 -1.462
O 0.393 0.641 0.838
O -0.591 -1.080 -0.312
O 1.602 -0.282 -1.001
C 1.203 4.275 1.783
C 2.551 3.798 1.278
O 3.498 4.578 1.283
N 2.632 2.550 0.795
C 3.818 1.823 0.350
H 1.362 4.529 2.832
H 0.435 3.497 1.732
H 0.895 5.149 1.220
H 1.788 1.999 0.667
H 4.736 2.239 0.758
H 3.835 1.838 -0.740
H 3.721 0.800 0.708
C 1.882 1.175 -3.925
C 0.948 1.837 -4.926
O 1.213 1.982 -6.104
N -0.270 2.158 -4.390
C -1.225 2.961 -5.108
H 2.903 1.543 -3.991
H 1.919 0.133 -4.256
H 1.485 1.246 -2.916
H -0.353 1.860 -3.430
H -2.243 2.765 -4.755
H -1.232 2.634 -6.146
H -1.045 4.027 -4.970
C 1.273 4.447 -1.677
C -0.108 4.868 -1.266
O -0.295 5.948 -0.717
N -1.120 4.010 -1.518
C -2.501 4.304 -1.290
H 2.051 4.899 -1.065
H 1.449 4.740 -2.715
H 1.516 3.381 -1.621
H -0.888 3.059 -1.759
H -3.123 4.255 -2.186
H -2.673 5.259 -0.799
H -2.928 3.614 -0.547
C -4.936 0.375 0.913
C -3.480 0.440 0.518
O -2.606 0.213 1.369
N -3.178 0.785 -0.730
C -4.150 0.886 -1.812
H -5.382 -0.449 0.338
H -5.500 1.238 0.562
H -5.061 0.140 1.962
H -2.173 0.796 -0.922
H -4.834 1.714 -1.632
H -4.672 -0.060 -1.946
H -3.595 1.122 -2.717
C 2.138 -4.771 -3.634
C 0.897 -3.957 -3.951
O 0.082 -4.340 -4.777
N 0.789 -2.776 -3.309
C -0.353 -1.880 -3.430
H 1.964 -5.745 -4.081
H 2.262 -4.895 -2.554
H 3.069 -4.314 -3.969
H 1.502 -2.436 -2.684
H -1.046 -2.012 -4.251
H 0.091 -0.884 -3.479
H -0.900 -1.908 -2.484
C 3.055 -3.471 0.160
C 4.177 -2.953 -0.733
O 5.261 -3.513 -0.786
N 3.874 -1.819 -1.400
C 4.619 -1.318 -2.541
H 2.129 -2.922 -0.022
H 3.322 -3.278 1.200
H 2.923 -4.535 -0.014
H 2.976 -1.371 -1.229
H 3.958 -1.246 -3.403
H 5.448 -1.985 -2.769
H 5.061 -0.347 -2.307
C 2.811 -0.738 3.244
C 1.712 -1.758 3.264
O 0.868 -1.850 2.376
N 1.637 -2.509 4.382
C 0.740 -3.631 4.559
H 3.090 -0.456 4.260
H 2.591 0.173 2.692
H 3.672 -1.182 2.733
H 2.299 -2.306 5.111
H 1.250 -4.590 4.532
H -0.050 -3.618 3.811
H 0.215 -3.470 5.504
C -3.233 -3.923 3.385
C -2.847 -3.220 2.112
O -1.890 -2.448 2.064
N -3.539 -3.496 1.002
C -3.044 -3.132 -0.326
H -2.763 -4.905 3.407
H -4.318 -4.024 3.456
H -2.916 -3.351 4.253
H -4.303 -4.148 1.051
H -3.658 -3.645 -1.063
H -2.040 -3.541 -0.457
H -2.983 -2.057 -0.460
C 0.165 2.046 4.370
C -1.019 1.127 4.210
O -0.952 0.103 3.537
N -2.120 1.450 4.920
C -3.282 0.595 4.980
H 0.912 1.845 3.608
H 0.615 2.002 5.364
H -0.173 3.080 4.269
H -1.893 2.050 5.698
H -3.996 0.898 4.210
H -3.790 0.704 5.935
H -3.046 -0.450 4.784



<x>
Entry from the Open Molecules 2025 dataset: a structure of composition C27H63N9O13SZn (wB97M-V/def2-TZVPD).

The value obtained for the orbital gap is 8.3 eV. The spin multiplicity is 1.

Positions of all 114 atoms, in Å:
Zn -2.536 -1.243 -0.144
S -0.349 0.191 -0.185
O 0.955 -0.252 0.275
O -0.971 -0.730 -1.151
O -1.366 0.082 0.902
O -0.297 1.540 -0.778
C 2.052 -3.513 -1.089
C 3.041 -2.533 -1.706
O 3.592 -2.751 -2.783
N 3.069 -1.353 -1.068
C 3.842 -0.242 -1.553
H 1.028 -3.118 -1.063
H 2.157 -3.805 -0.043
H 2.000 -4.345 -1.792
H 2.368 -1.198 -0.342
H 4.088 -0.335 -2.609
H 4.696 0.040 -0.939
H 3.141 0.604 -1.607
C -0.932 2.870 -6.921
C 0.290 2.396 -6.136
O 1.307 2.128 -6.765
N 0.212 2.239 -4.810
C 1.294 1.666 -4.050
H -0.603 3.311 -7.855
H -1.451 3.686 -6.408
H -1.572 1.994 -7.013
H -0.558 2.616 -4.288
H 0.995 1.462 -3.018
H 2.231 2.218 -3.996
H 1.561 0.656 -4.372
C 2.163 -5.001 -5.073
C 1.031 -4.006 -5.164
O -0.032 -4.339 -5.679
N 1.186 -2.843 -4.511
C 0.055 -1.997 -4.239
H 2.640 -5.157 -6.041
H 1.692 -5.935 -4.769
H 2.962 -4.755 -4.374
H 2.038 -2.499 -4.089
H -0.252 -1.357 -5.078
H 0.221 -1.325 -3.401
H -0.867 -2.551 -4.044
C 2.072 3.879 5.692
C 1.641 2.482 5.349
O 1.939 1.540 6.080
N 0.776 2.384 4.327
C -0.059 1.206 4.075
H 2.344 3.952 6.746
H 1.334 4.666 5.541
H 2.991 4.169 5.176
H 0.706 3.167 3.681
H 0.183 0.458 4.826
H 0.187 0.806 3.090
H -1.083 1.570 4.154
C -5.483 1.755 -1.477
C -4.046 1.354 -1.270
O -3.719 0.205 -0.949
N -3.110 2.282 -1.505
C -3.229 3.599 -2.100
H -5.588 2.294 -2.422
H -5.919 2.415 -0.727
H -6.120 0.876 -1.555
H -2.140 1.996 -1.349
H -2.346 4.193 -1.865
H -4.124 4.123 -1.776
H -3.204 3.548 -3.193
C 2.259 3.539 0.584
C 1.083 3.893 1.446
O 1.280 4.561 2.479
N -0.139 3.594 1.001
C -1.376 4.105 1.535
H 2.822 2.715 1.015
H 2.879 4.429 0.522
H 1.882 3.260 -0.401
H -0.125 2.775 0.358
H -1.621 5.068 1.095
H -1.315 4.138 2.627
H -2.160 3.358 1.397
C 4.375 -2.307 1.721
C 5.124 -1.231 2.467
O 6.312 -1.402 2.769
N 4.550 -0.070 2.823
C 3.177 0.291 2.450
H 3.292 -2.222 1.790
H 4.709 -3.262 2.132
H 4.639 -2.461 0.676
H 5.139 0.632 3.230
H 3.096 0.387 1.368
H 2.918 1.230 2.934
H 2.478 -0.478 2.778
C -4.083 -2.426 3.507
C -4.086 -1.169 2.670
O -3.880 -1.224 1.459
N -4.370 -0.024 3.301
C -4.321 1.255 2.628
H -4.859 -2.382 4.268
H -3.076 -2.596 3.900
H -4.160 -3.339 2.916
H -4.818 -0.160 4.190
H -5.027 1.255 1.796
H -3.345 1.654 2.368
H -4.736 1.986 3.327
C -0.188 -2.585 2.612
C -1.088 -3.390 1.742
O -1.686 -2.912 0.774
N -1.287 -4.661 2.108
C -2.204 -5.579 1.471
H -0.706 -2.347 3.552
H -0.115 -1.576 2.201
H 0.755 -3.028 2.922
H -0.755 -5.105 2.837
H -3.103 -5.082 1.114
H -2.459 -6.395 2.148
H -1.804 -6.141 0.619



It is <x> that is the least stable of them.